130
Properties=species:S:1:pos:R:3:forces:R:3:lowdin_charge:R:1 method="wB97M-V/def2-TZVPD" homo_ev=-2.31 lumo_ev=3.4 gap_ev=5.7 charge=-2 e_tot_ha=-22055.9178
Hf -0.0890 -0.3846 -0.0615 -1.44 0.87 1.34 0.4233
F -6.6688 -0.8277 -3.9731 0.01 0.01 -0.04 0.1196
C -5.7963 -0.3586 -3.0772 -0.06 -0.17 -0.13 -0.1428
C -6.2279 0.4701 -2.0693 -0.20 0.20 0.20 -0.1361
F -7.5189 0.8192 -2.0144 0.00 -0.02 0.02 0.1136
C -5.3396 0.9350 -1.1145 0.02 0.11 -0.06 -0.2170
F -5.8560 1.7333 -0.1758 0.01 0.04 0.00 0.1060
C -3.9923 0.6036 -1.1443 0.06 -0.32 -0.01 -0.3025
P -2.7641 1.0746 0.1681 -0.61 0.93 0.07 0.9400
C -2.8937 2.9023 -0.1443 0.07 -0.01 0.02 -0.3508
C -2.0056 3.3766 -1.1120 -0.01 0.16 -0.04 -0.1170
C -2.0084 4.7143 -1.4960 -0.07 -0.09 0.06 -0.0788
C -2.9010 5.5967 -0.9020 0.02 -0.02 -0.02 -0.0955
C -3.7789 5.1390 0.0738 -0.01 -0.11 0.04 -0.0869
C -3.7802 3.8006 0.4500 0.06 0.04 -0.03 -0.0972
C -3.8113 0.8158 1.6615 0.06 -0.41 -0.15 -0.4178
C -4.7631 -0.2061 1.7138 0.05 0.06 0.02 -0.1382
C -5.4608 -0.4630 2.8819 0.00 0.02 -0.01 -0.0717
C -5.2184 0.2901 4.0240 -0.03 0.01 -0.07 -0.0863
C -4.2596 1.2866 3.9887 0.00 0.03 -0.02 -0.0935
C -3.5567 1.5348 2.8173 -0.03 -0.01 0.03 -0.1297
C -3.5777 -0.2049 -2.1997 0.20 0.09 0.16 -0.4878
Br -1.6912 -0.5027 -2.5262 -0.66 -0.15 -0.63 0.7334
C -4.4613 -0.6963 -3.1418 0.31 -0.08 0.09 -0.2549
F -4.0525 -1.5100 -4.1217 -0.03 0.07 -0.06 0.0815
H -1.3005 2.6972 -1.5809 0.06 -0.03 0.00 0.0624
H -1.3135 5.0533 -2.2553 0.00 -0.02 0.03 0.1060
H -2.9189 6.6380 -1.2032 0.03 -0.02 0.04 0.0954
H -4.4779 5.8241 0.5396 0.02 0.00 0.00 0.0973
H -4.4723 3.4519 1.2055 -0.01 0.01 -0.01 0.0989
H -4.9437 -0.8258 0.8458 -0.01 -0.01 -0.01 0.0914
H -6.1783 -1.2741 2.9075 0.01 0.02 -0.01 0.1021
H -5.7627 0.0873 4.9367 0.06 -0.06 0.03 0.1001
H -4.0212 1.8538 4.8794 0.02 0.00 0.01 0.0997
H -2.7826 2.2784 2.8196 0.06 0.09 0.03 0.0612
S -2.3007 -2.3036 5.6732 0.03 0.12 -0.08 -0.2964
As -1.2016 -0.6028 5.1153 0.00 -0.04 0.85 -0.0470
S -0.9838 -0.7451 2.1906 0.12 -0.10 -0.92 -0.0373
S -2.0687 -1.6862 0.6680 0.53 -0.64 0.18 0.0672
S 0.8136 -0.7587 5.7380 -0.07 0.03 -0.02 -0.2022
Se 1.0915 -0.8803 -2.9606 0.46 -0.47 -0.28 -0.1973
Se 2.2424 -0.6495 -4.8870 0.00 0.15 -0.05 -0.1059
Se 2.1649 2.7680 -2.9095 -0.19 0.19 -0.10 -0.0105
Se 1.3322 1.1394 -1.5570 0.88 0.28 -0.80 -0.1823
C 1.3271 3.7658 0.5379 -0.26 -0.03 0.10 -0.4068
C 1.3727 5.1037 1.3015 0.06 -0.15 -0.25 -0.3966
As 3.0414 5.9997 1.8695 -0.09 0.06 0.01 1.2983
C 3.3461 5.0170 3.5301 0.12 -0.02 0.16 -0.4009
C 4.2493 3.9783 3.7388 -0.09 0.01 0.01 -0.1073
C 4.3580 3.3784 4.9882 -0.01 0.03 0.01 -0.0776
C 3.5768 3.8181 6.0482 0.01 0.08 -0.03 -0.0931
C 2.6882 4.8680 5.8557 0.09 0.01 -0.04 -0.1131
C 2.5783 5.4616 4.6065 0.07 -0.02 0.02 -0.1506
C 4.4022 5.3206 0.6610 0.15 0.07 0.02 -0.4253
C 4.1174 5.1114 -0.6845 0.11 -0.04 -0.08 -0.1504
C 5.1149 4.7035 -1.5667 -0.12 -0.03 0.16 -0.0955
C 6.4180 4.5500 -1.1202 0.02 0.02 -0.04 -0.0941
C 6.7267 4.8218 0.2074 -0.05 0.02 0.02 -0.1015
C 5.7270 5.2037 1.0904 -0.05 0.00 -0.07 -0.1428
P 0.9389 2.1622 1.3975 0.53 -0.12 0.61 0.9741
C 0.2449 2.7779 2.9849 -0.17 -0.07 -0.08 -0.3408
C -0.9046 3.5628 2.8446 0.07 0.09 0.03 -0.1586
C -1.5503 4.0951 3.9479 0.01 -0.05 0.01 -0.0972
C -1.0789 3.8081 5.2257 -0.02 0.06 -0.08 -0.0834
C 0.0651 3.0455 5.3734 0.01 -0.01 0.02 -0.1040
C 0.7420 2.5525 4.2626 -0.08 0.01 -0.03 -0.1071
C 2.5999 1.5175 1.8541 -0.05 -0.07 -0.04 -0.3527
C 3.7680 1.8727 1.1767 0.03 -0.04 0.09 -0.0966
C 4.9991 1.3949 1.6051 -0.01 0.01 -0.03 -0.1137
C 5.0822 0.5393 2.6961 -0.04 0.06 0.06 -0.1042
C 3.9165 0.1086 3.3167 -0.05 0.05 -0.02 -0.0888
C 2.6811 0.5718 2.8784 0.08 -0.11 0.01 -0.1310
H 2.2410 3.5714 -0.0095 0.06 0.06 -0.14 -0.0216
H 0.5664 3.8615 -0.2353 -0.03 -0.04 -0.11 0.0301
H 0.8152 5.0706 2.2353 -0.05 0.01 0.01 0.0274
H 0.8655 5.8411 0.6784 0.00 0.08 0.01 0.0517
H 4.8608 3.6176 2.9253 -0.03 -0.05 0.02 0.0681
H 5.0499 2.5565 5.1273 -0.03 0.00 -0.02 0.1011
H 3.6579 3.3435 7.0185 -0.01 -0.01 -0.02 0.1022
H 2.0777 5.2225 6.6772 -0.02 -0.02 -0.02 0.1006
H 1.8826 6.2816 4.4608 -0.03 0.01 0.04 0.0893
H 3.1119 5.2381 -1.0687 0.00 -0.08 0.02 0.0800
H 4.8425 4.4606 -2.5842 0.04 0.04 -0.05 0.0790
H 7.1923 4.2236 -1.8049 -0.03 0.00 0.03 0.0978
H 7.7476 4.7311 0.5588 0.00 -0.02 0.01 0.0959
H 5.9784 5.4158 2.1225 0.02 -0.02 0.01 0.0932
H -1.2880 3.7712 1.8501 -0.04 0.01 -0.01 0.0949
H -2.4434 4.6944 3.8089 0.02 0.00 0.01 0.1057
H -1.6076 4.1799 6.0960 0.03 0.00 -0.01 0.0986
H 0.4470 2.8197 6.3614 -0.01 -0.05 -0.05 0.1052
H 1.6504 1.9947 4.4213 -0.04 -0.05 0.04 0.0686
H 3.7455 2.5102 0.3031 0.01 0.03 0.03 0.0840
H 5.8928 1.7029 1.0735 -0.02 -0.03 0.01 0.1059
H 6.0472 0.1840 3.0408 -0.01 -0.01 -0.03 0.1045
H 3.9421 -0.5917 4.1441 -0.01 0.00 -0.05 0.1043
H 1.7928 0.1831 3.3700 0.02 0.03 0.01 0.0271
C 0.2208 -6.0659 -2.7554 -0.07 0.04 0.02 -0.1128
C -0.6518 -5.0217 -2.4823 0.12 0.06 0.07 -0.0912
C -0.2480 -3.9756 -1.6548 0.03 -0.20 -0.01 -0.1441
C 1.0310 -3.9252 -1.0956 0.03 -0.03 0.00 -0.3010
C 1.8751 -5.0148 -1.3558 -0.13 0.02 0.03 -0.1091
C 1.4799 -6.0710 -2.1684 0.07 0.07 0.03 -0.0989
Si 1.7034 -2.4625 -0.0286 -0.28 -0.72 -0.24 0.5969
C 1.7252 -3.2276 1.7119 0.37 -0.06 0.02 -0.2972
C 2.7800 -3.1156 2.6249 -0.18 -0.12 0.00 -0.1098
C 2.6720 -3.6234 3.9164 0.00 0.10 -0.10 -0.1168
C 1.5032 -4.2439 4.3254 0.00 -0.08 0.00 -0.1141
C 0.4577 -4.4000 3.4250 0.04 0.09 -0.08 -0.0899
C 0.5734 -3.9029 2.1341 0.07 0.00 0.09 -0.1395
C 3.4424 -2.1971 -0.7387 0.19 0.16 0.27 -0.2984
C 4.3872 -1.4879 0.0113 0.06 -0.06 -0.12 -0.1058
C 5.6655 -1.2309 -0.4753 -0.14 0.00 0.01 -0.0928
C 6.0179 -1.6504 -1.7502 -0.02 -0.02 0.03 -0.1031
C 5.0871 -2.3299 -2.5247 -0.07 -0.01 0.00 -0.0954
C 3.8214 -2.6050 -2.0214 0.15 0.06 0.03 -0.1612
H -0.0799 -6.8715 -3.4171 0.01 0.01 0.05 0.0891
H -1.6448 -5.0102 -2.9184 0.02 -0.01 0.03 0.0959
H -0.9705 -3.2067 -1.4147 0.03 0.12 -0.09 0.0132
H 2.8674 -5.0273 -0.9156 -0.02 -0.03 -0.03 0.1051
H 2.1622 -6.8938 -2.3561 -0.01 0.04 0.01 0.0921
H 3.6983 -2.6243 2.3300 0.02 -0.02 0.03 0.0734
H 3.4926 -3.5019 4.6151 -0.01 0.01 0.00 0.0930
H 1.3975 -4.5898 5.3462 -0.01 0.02 -0.02 0.0970
H -0.4605 -4.8793 3.7401 -0.02 0.03 0.01 0.0957
H -0.2579 -4.0276 1.4478 -0.02 0.04 0.01 0.0759
H 4.1197 -1.1175 0.9928 0.01 0.02 -0.02 0.0594
H 6.3750 -0.6852 0.1372 -0.02 -0.01 -0.02 0.0863
H 7.0047 -1.4312 -2.1439 -0.03 -0.01 0.00 0.0899
H 5.3282 -2.6291 -3.5388 0.00 0.02 0.05 0.0963
H 3.1177 -3.1232 -2.6566 -0.04 -0.01 -0.03 0.0740